2 unconnected molecules or ions with the total composition C2H3NS in a non-equilibrium geometry, computed with ωB97M-V with the def2-TZVPD basis set.

ΔE to the lowest compared entry with this formula, charge and spin: 81.6 kcal/mol
LUMO: 0.50 eV
largest force on an atom: 0.04976 hartree/bohr

Positions of all 7 atoms, in Å:
1 C -2.16876 -0.36125 -1.81227
2 C 0.21642 0.49758 0.14790
3 N -0.34792 -0.52445 -0.30713
4 S -3.07876 -1.30380 -2.62008
5 H -0.18101 1.39955 -0.21035
6 H 1.12585 0.60618 0.87634
7 H -0.15909 -1.49328 0.00510

=====

4 unconnected molecules or ions with the total composition C25H50NO6S3 in a non-equilibrium geometry, computed with ωB97M-V with the def2-TZVPD basis set.

LUMO: -3.37 eV
largest force on an atom: 0.03272 hartree/bohr
charge: +1

Positions of all 85 atoms, in Å:
1 C 0.64850 -3.21828 -0.74904
2 C 1.51328 -2.01356 -0.33868
3 C 0.94152 -1.32140 0.90372
4 C 1.84869 -0.20674 1.43410
5 C 2.04566 1.02611 0.53193
6 C 2.53991 2.28804 1.35715
7 C 1.79758 3.49436 0.79926
8 N 0.76646 2.88387 -0.02711
9 C 0.83910 1.60577 -0.16242
10 C -0.26107 0.95682 -0.94991
11 C -1.56537 1.10439 -0.13260
12 C -2.74150 0.17264 -0.54000
13 C -3.18736 -0.65802 0.66160
14 C -2.48565 -0.68410 -1.77473
15 H 0.18417 -3.65217 0.13766
16 H 1.25071 -3.99484 -1.21054
17 H -0.16131 -2.91909 -1.40816
18 H 2.51134 -2.37836 -0.09641
19 H 1.58003 -1.32758 -1.18256
20 H -0.08711 -1.00289 0.75746
21 H 0.91233 -2.08867 1.67961
22 H 1.46101 0.07247 2.41600
23 H 2.81095 -0.67926 1.63061
24 H 2.83559 0.84755 -0.19918
25 H 2.22991 2.19563 2.39470
26 H 3.62063 2.37512 1.33297
27 H 2.37510 4.29372 0.34152
28 H 1.26452 4.00112 1.60664
29 H 0.01378 3.39942 -0.46680
30 H 0.03183 -0.06516 -1.13189
31 H -0.29570 1.48229 -1.90656
32 H -1.31257 0.89538 0.91039
33 H -1.87076 2.15086 -0.16763
34 H -3.57653 0.82826 -0.78811
35 H -3.35567 0.01580 1.50485
36 H -2.40015 -1.34826 0.97221
37 H -4.11164 -1.18348 0.44601
38 H -2.55156 -0.10185 -2.69261
39 H -1.55254 -1.23945 -1.73846
40 H -3.27921 -1.42751 -1.83174
41 C -8.91142 -2.13340 -0.83062
42 C -8.59831 -2.76516 -2.19435
43 C -7.24264 -2.21256 -2.65431
44 S -6.33149 -1.82578 -1.15484
45 O -6.11101 -0.39973 -1.09356
46 O -5.22458 -2.74082 -1.01060
47 C -7.63258 -2.26093 -0.00807
48 H -9.74840 -2.62496 -0.33845
49 H -9.16795 -1.07976 -0.95776
50 H -8.53834 -3.84970 -2.08947
51 H -9.37399 -2.54988 -2.92669
52 H -6.66684 -2.93231 -3.23022
53 H -7.34860 -1.28677 -3.21648
54 H -7.58772 -1.59353 0.84950
55 H -7.45838 -3.28971 0.30566
56 C 4.04548 2.19040 -5.48997
57 C 4.09950 2.64474 -4.02422
58 C 2.79550 2.18393 -3.35778
59 S 2.26891 0.71305 -4.25924
60 O 1.02222 1.00785 -4.91488
61 O 2.39168 -0.44102 -3.40171
62 C 3.58720 0.73496 -5.46385
63 H 5.01207 2.29097 -5.97910
64 H 3.32496 2.79708 -6.04172
65 H 4.95252 2.17745 -3.52886
66 H 4.22244 3.72324 -3.93993
67 H 2.93243 1.91830 -2.31134
68 H 2.00392 2.92580 -3.45740
69 H 3.20116 0.37389 -6.41392
70 H 4.37203 0.07201 -5.10078
71 C 4.22463 0.63081 4.48802
72 C 3.24120 -0.30887 5.19764
73 C 3.96116 -0.90270 6.41370
74 S 5.18472 0.32035 6.91290
75 O 6.49728 -0.23002 6.70850
76 O 4.80708 0.90246 8.17104
77 C 4.84658 1.48228 5.58977
78 H 3.71562 1.23490 3.74058
79 H 4.99668 0.04724 3.98119
80 H 2.36716 0.25700 5.52809
81 H 2.88857 -1.09764 4.53263
82 H 3.29375 -1.08595 7.25129
83 H 4.49840 -1.81537 6.16417
84 H 5.77383 1.97182 5.30201
85 H 4.14048 2.21707 5.97603

=====

A molecular structure, CHI2PS in a non-equilibrium geometry, computed with ωB97M-V with the def2-TZVPD basis set.

ΔE to the lowest compared entry with this formula, charge and spin: 50.5 kcal/mol
LUMO (alpha / beta): -1.41 / -1.30 eV
largest force on an atom: 0.04528 hartree/bohr

Positions of all 6 atoms, in Å:
1 C 0.95535 -0.08207 -0.25324
2 P -1.54931 -0.31955 0.93306
3 S -2.50591 1.35409 1.27600
4 I -0.49608 -0.82918 -1.73027
5 I 2.71209 -1.14087 -0.08713
6 H 0.88386 1.01759 -0.13842

=====

2 unconnected molecules or ions with the total composition H3S3 in a non-equilibrium geometry, computed with ωB97M-V with the def2-TZVPD basis set.

ΔE to the lowest compared entry with this formula, charge and spin: 8.7 kcal/mol
LUMO: 3.33 eV
largest force on an atom: 0.03980 hartree/bohr
charge: -1

Positions of all 6 atoms, in Å:
1 S 1.51428 0.93508 -2.07492
2 H 2.56503 -0.00466 -2.26265
3 S -1.62369 -0.59800 2.83012
4 S 0.15204 -0.31734 -0.86946
5 H -2.54884 0.09244 2.19168
6 H -0.69827 -0.40352 1.89912

=====

9 unconnected molecules or ions with the total composition C16H28Br8Cl12O in a non-equilibrium geometry, computed with ωB97M-V with the def2-TZVPD basis set.

ΔE to the lowest compared entry with this formula, charge and spin: 0.0 kcal/mol
LUMO: 0.22 eV
largest force on an atom: 0.02483 hartree/bohr

Positions of all 65 atoms, in Å:
1 C -0.66402 -5.99730 -0.50902
2 Cl -1.80933 -5.28274 -1.65501
3 Cl 0.75580 -6.57233 -1.35330
4 Cl -1.42903 -7.30965 0.38262
5 H -0.40467 -5.22959 0.19902
6 C 2.04935 -0.69714 5.20564
7 Cl 3.07495 0.00485 3.94675
8 Cl 2.26825 -2.43625 5.27791
9 Cl 0.34563 -0.32160 4.87710
10 H 2.31782 -0.24718 6.14381
11 C 0.78964 -1.08174 -3.58187
12 Cl -0.26441 -0.09758 -2.58629
13 Cl 0.66779 -2.80511 -3.20927
14 Cl 2.44169 -0.52530 -3.46968
15 H 0.43763 -0.95335 -4.59039
16 C 0.96324 4.90453 1.87187
17 Cl 0.01573 5.42275 0.47286
18 Cl -0.08758 4.54114 3.24516
19 Cl 2.16229 6.11093 2.31218
20 H 1.49036 4.00240 1.60260
21 C -4.10598 -1.83562 -1.47027
22 C -4.35962 -0.63055 -0.58872
23 C -5.32895 -1.18960 0.43130
24 O -4.83449 -2.49025 0.72314
25 C -4.16835 -2.99704 -0.45545
26 H -3.16825 -1.79785 -2.03444
27 H -4.85037 -2.00395 -2.25521
28 H -4.59848 0.28949 -1.11008
29 H -3.41606 -0.46236 -0.03986
30 H -6.35436 -1.26404 0.01729
31 H -5.42806 -0.58126 1.33244
32 H -4.83556 -3.78124 -0.83629
33 H -3.21254 -3.42547 -0.18452
34 Br 1.25030 -3.03030 0.63276
35 C 1.34504 -1.08671 0.64025
36 C -0.01205 -0.55149 1.00945
37 Br 0.10376 1.37275 1.25725
38 H 1.61690 -0.84387 -0.38443
39 H 2.13020 -0.72196 1.29365
40 H -0.40285 -0.99953 1.91932
41 H -0.74789 -0.75646 0.23395
42 Br 6.21750 -3.31928 1.34043
43 C 5.38014 -2.14958 0.03422
44 C 6.14567 -0.87331 -0.12274
45 Br 5.94614 0.29433 1.42436
46 H 4.35195 -1.98888 0.33844
47 H 5.32537 -2.69475 -0.90588
48 H 5.75676 -0.28419 -0.94930
49 H 7.20550 -1.04917 -0.23667
50 Br -2.78717 2.44738 -2.06079
51 C -2.52737 3.46869 -0.41805
52 C -3.63397 3.24539 0.59271
53 Br -5.35370 3.87529 -0.03047
54 H -2.50968 4.49839 -0.75624
55 H -1.54662 3.22830 -0.05450
56 H -3.41630 3.82959 1.48387
57 H -3.69598 2.20046 0.87859
58 Br 0.40907 4.33918 -3.08971
59 C 1.50269 3.17887 -1.96839
60 C 2.83217 3.90859 -1.81814
61 Br 4.13640 2.79948 -0.92138
62 H 1.65404 2.24485 -2.48114
63 H 1.05835 3.08583 -0.98979
64 H 2.62998 4.80106 -1.22430
65 H 3.17562 4.27111 -2.77937

=====

2 unconnected molecules or ions with the total composition CH5NO, computed with ωB97M-V with the def2-TZVPD basis set.

ΔE to the lowest compared entry with this formula, charge and spin: 47.7 kcal/mol
spin multiplicity: 2
LUMO (alpha / beta): -7.88 / -11.35 eV
largest force on an atom: 0.01568 hartree/bohr
charge: +1

Positions of all 8 atoms, in Å:
1 N 1.49969 -0.98422 1.37853
2 H 0.56891 -0.60003 1.31259
3 H 1.60418 -1.02212 2.39358
4 H 1.41824 -1.93397 1.06161
5 O -2.37212 0.70860 -1.74206
6 C -1.27627 1.11598 -1.56648
7 H -0.37359 1.03625 -2.21192
8 H -1.06905 1.67950 -0.62585

=====

> The highest largest force on an atom belongs to which entry?

C2H3NS